No. 1
Density functional theory data (the ωB97M-V functional and the def2-TZVPD basis) for an isolated molecule of C3H4Cl2O6S2 at a distorted geometry.

Summary:
highest occupied orbital energy (alpha / beta)	-9.82 / -10.01	eV
relative energy (zero: lowest compared OMol25 entry of this formula, charge and spin)	56.77	kcal per mole
HOMO-LUMO gap (alpha / beta)	0.274 / 0.287	hartree
calculated total energy	-2284.73994	a.u.
LUMO (alpha / beta)	-2.370 / -2.200	eV

Each line ends with the natural charge from an NBO analysis.
Cartesian coordinates (Å):
C -1.525 0.777 -0.683  -0.099
C -1.552 -0.571 0.048  -0.142
C 1.921 0.254 -0.144  -0.519
O 0.242 1.311 1.666  -0.900
O 1.362 2.741 0.040  -0.910
O 1.286 -3.155 -0.557  -0.828
O 0.485 -2.213 1.574  -0.850
O -0.371 1.497 -0.779  -0.684
O -0.865 -1.551 -0.606  -0.664
S 0.714 1.528 0.307  2.353
S 0.616 -2.106 0.130  2.096
Cl 2.899 0.023 1.194  0.150
Cl 2.677 0.567 -1.624  0.146
H -1.883 0.607 -1.733  0.210
H -2.278 1.377 -0.098  0.198
H -1.084 -0.273 0.960  0.230
H -2.643 -0.812 0.305  0.213

No. 2
Density functional theory data (the ωB97M-V functional and the def2-TZVPD basis) for an isolated molecule of C3H4Cl2S at a distorted geometry.

Summary:
highest occupied orbital energy	-8.98	eV
relative energy (zero: lowest compared OMol25 entry of this formula, charge and spin)	2.53	kcal per mole
HOMO-LUMO gap	0.315	hartree
SMILES	S=CCC(Cl)Cl
calculated total energy	-1435.25464	a.u.
LUMO	-0.404	eV

Each line ends with the natural charge from an NBO analysis.
Cartesian coordinates (Å):
S -2.820 0.168 -0.665  0.098
C -1.250 -0.163 -0.601  -0.258
C -0.316 -0.083 0.589  -0.520
C 1.135 0.164 0.179  -0.184
Cl 1.823 -1.165 -0.763  -0.015
Cl 1.402 1.738 -0.669  -0.036
H -0.741 -0.621 -1.434  0.192
H -0.351 -1.052 1.088  0.255
H -0.598 0.748 1.209  0.245
H 1.716 0.266 1.066  0.223

No. 3
Density functional theory data (the ωB97M-V functional and the def2-TZVPD basis) for a structure of composition C3H4Cl3N at a distorted geometry.

Summary:
highest occupied orbital energy (alpha / beta)	-4.68 / -10.47	eV
relative energy (zero: lowest compared OMol25 entry of this formula, charge and spin)	59.85	kcal per mole
HOMO-LUMO gap (alpha / beta)	0.193 / 0.249	hartree
calculated total energy	-1551.77444	a.u.
2S+1	3
LUMO (alpha / beta)	0.574 / -3.702	eV

Each line ends with the natural charge from an NBO analysis.
Cartesian coordinates (Å):
C 1.218 0.535 0.302  0.032
C -1.331 -0.306 -0.084  -0.448
C 0.010 -0.737 -0.697  -0.092
N 0.739 0.859 1.352  -0.763
Cl 2.566 0.879 -0.623  0.079
Cl -1.873 1.302 -0.764  -0.061
Cl 0.547 -2.350 -0.292  0.077
H -2.174 -1.021 -0.371  0.251
H -1.192 -0.058 1.025  0.284
H 0.019 -0.630 -1.735  0.212
H 1.470 1.527 1.887  0.429

No. 4
Density functional theory data (the ωB97M-V functional and the def2-TZVPD basis) for an isolated molecule of C3H4ClF at a distorted geometry.

Summary:
highest occupied orbital energy	-10.47	eV
relative energy (zero: lowest compared OMol25 entry of this formula, charge and spin)	17.58	kcal per mole
HOMO-LUMO gap	0.419	hartree
SMILES	C=C[C@@H](F)Cl
calculated total energy	-676.71347	a.u.
LUMO	0.928	eV

Each line ends with the natural charge from an NBO analysis.
Cartesian coordinates (Å):
C -1.024 0.502 0.696  -0.360
C 0.231 0.552 0.315  -0.278
C 0.670 -0.630 -0.485  0.177
F -0.523 -1.468 -0.865  -0.382
Cl 1.451 0.061 -1.938  -0.029
H -1.559 1.392 1.134  0.211
H -1.582 -0.347 0.298  0.229
H 1.023 1.207 0.766  0.234
H 1.313 -1.270 0.079  0.198

No. 5
Density functional theory data (the ωB97M-V functional and the def2-TZVPD basis) for an isolated molecule of C3H4ClF.

Summary:
highest occupied orbital energy	-10.31	eV
relative energy (zero: lowest compared OMol25 entry of this formula, charge and spin)	8.26	kcal per mole
HOMO-LUMO gap	0.421	hartree
SMILES	F[C@@H]1C[C@H]1Cl
calculated total energy	-676.72833	a.u.
LUMO	1.143	eV

Each line ends with the natural charge from an NBO analysis.
Cartesian coordinates (Å):
F -0.470 -1.806 0.657  -0.339
C 0.225 -0.645 0.522  0.188
C -0.549 0.625 0.361  -0.461
C 0.182 0.032 -0.809  -0.265
Cl 1.636 0.816 -1.400  -0.027
H 1.137 -0.676 1.104  0.190
H -1.626 0.563 0.352  0.239
H -0.152 1.516 0.822  0.236
H -0.383 -0.426 -1.607  0.240

No. 6
Density functional theory data (the ωB97M-V functional and the def2-TZVPD basis) for the ion C3H4ClF2N3 with charge +2 at a distorted geometry.

Summary:
highest occupied orbital energy	-21.60	eV
relative energy (zero: lowest compared OMol25 entry of this formula, charge and spin)	1.32	kcal per mole
HOMO-LUMO gap	0.411	hartree
SMILES	FC1=[NH+][C@H](F)NC(Cl)=[NH+]1
calculated total energy	-940.17205	a.u.
net charge	+2
LUMO	-10.408	eV

Each line ends with the natural charge from an NBO analysis.
Cartesian coordinates (Å):
F 1.044 -1.351 2.033  -0.170
C 0.621 -0.709 1.002  0.963
N 1.320 0.251 0.398  -0.576
C 0.752 1.160 -0.577  0.559
F 0.232 2.193 0.058  -0.229
N -0.659 0.333 -1.204  -0.505
C -1.194 -0.574 -0.493  0.463
Cl -2.694 -1.221 -0.803  0.316
N -0.603 -1.031 0.685  -0.591
H 2.120 0.495 0.924  0.488
H 1.358 1.189 -1.489  0.270
H -1.090 0.944 -1.850  0.483
H -1.206 -1.678 1.315  0.531